DFT (ωB97M-V/def2-TZVPD) results for C40H42HgN4O5PS2 as an isolated structure in a non-equilibrium geometry.

The value obtained for the molar mass is 954.5 g/mol. The calculation puts the HOMO-LUMO gap (alpha / beta) at 3.632 / 6.815 eV. As for the total energy: -93496.9704 eV. Its net charge is -2. The spin multiplicity is 2. Its LUMO energy (alpha / beta) is 4.068 / 4.068 eV. The expectation value of S² is 0.77.

Last column: Mulliken charge in e.
Atoms and positions in Å:
C1 -1.53 1.72 5.59  -0.90
C2 1.24 4.56 -5.59  -1.34
H1 2.04 5.26 -5.38  0.38
C3 -0.44 2.19 3.49  -0.26
H2 0.45 -4.71 -1.92  0.37
C4 2.78 1.73 0.96  1.22
Hg1 0.36 2.55 -1.00  1.98
C5 2.62 -4.73 0.65  -1.15
O1 -3.00 -4.10 -2.81  -0.80
N1 0.83 -3.81 -1.67  0.19
N2 -1.81 4.89 -2.77  0.06
C6 1.35 -1.26 2.75  -1.51
O2 -1.80 1.54 -4.52  -0.76
C7 0.12 4.72 -4.62  1.17
C8 -1.68 -5.43 -1.37  -0.22
O3 -3.57 1.89 -2.48  -0.80
C9 -1.06 1.30 4.36  -0.62
C10 4.67 2.00 2.47  -0.60
H3 -2.23 0.96 0.73  0.41
N3 -1.38 -3.02 -1.62  0.32
C11 -2.62 -1.12 1.11  -1.12
C12 -0.04 -1.17 2.21  1.94
H4 -1.98 -8.77 -1.98  0.36
H5 1.61 -2.29 2.96  0.39
H6 -0.66 -8.88 0.12  0.34
H7 -2.71 -3.20 1.62  0.28
C13 2.26 -3.63 -1.62  -1.51
H8 -2.00 1.01 6.26  0.44
C14 -0.83 -2.31 2.17  -0.99
H9 2.71 -4.50 -2.10  0.49
H10 5.74 2.12 2.61  0.33
C15 -0.32 3.54 3.86  1.24
H11 2.23 -2.64 0.26  -0.66
N4 0.45 5.04 -3.37  -0.41
C16 -3.63 4.27 -4.27  -1.39
C17 2.78 -3.47 -0.19  0.87
P1 0.14 1.72 1.81  0.18
C18 4.15 1.95 1.20  -0.90
H12 1.83 0.55 -0.48  -0.26
C19 -0.67 -6.74 0.39  -0.65
H13 -1.91 -2.17 -1.77  0.27
C20 2.29 1.53 -0.39  -1.67
C21 -2.11 -2.29 1.64  -0.56
C22 3.83 1.86 3.57  -0.87
H14 -2.66 -6.57 -2.89  0.41
C23 -1.86 0.04 1.17  -1.16
O4 -0.11 1.97 -3.13  -0.90
H15 -0.72 4.98 5.38  0.38
C24 -2.07 -6.64 -1.99  -1.02
H16 3.08 1.62 -1.14  0.53
C25 -1.22 4.52 -5.00  -0.93
H17 4.81 2.04 0.35  0.36
S1 0.50 -1.26 -1.13  -0.26
H18 1.44 -0.68 3.67  0.38
H19 4.24 1.88 4.57  0.39
H20 3.83 -3.18 -0.22  0.43
H21 -0.43 -3.23 2.55  0.38
H22 -2.44 4.70 -1.99  0.33
C26 -1.40 3.05 5.97  -0.67
H23 1.65 3.55 -5.48  0.28
C27 -1.00 -5.51 -0.14  0.45
C28 -2.37 1.98 -2.23  0.40
H24 -4.27 4.90 -3.66  0.37
C29 -0.04 -2.79 -1.49  -0.56
H25 0.89 4.68 -6.62  0.35
H26 3.19 -5.54 0.21  0.38
C30 -0.81 3.94 5.10  -0.81
S2 -0.11 5.38 -0.83  -0.49
C31 -1.34 1.80 -3.40  0.86
C32 -2.20 4.57 -4.04  0.93
H27 2.52 -2.73 -2.18  0.34
C33 -2.07 -4.19 -2.00  -0.08
H28 -3.59 -1.11 0.64  0.41
C34 2.47 1.72 3.37  -0.34
H29 -3.80 3.23 -3.98  0.25
H30 -3.88 4.38 -5.32  0.42
C35 -0.96 -7.92 -0.29  -0.72
H31 -1.77 3.39 6.93  0.35
C36 -1.70 -7.85 -1.47  -0.29
C37 0.34 4.53 2.96  -1.37
C38 -0.48 5.06 -2.45  -0.20
H32 1.42 4.35 2.91  0.25
H33 1.82 1.65 4.23  0.33
H34 0.18 5.55 3.31  0.44
C39 -0.58 0.03 1.73  1.44
H35 2.98 -4.56 1.66  0.40
H36 -1.47 4.24 -6.01  0.29
H37 -1.17 0.27 4.07  0.47
H38 -0.79 -4.60 0.40  0.65
H39 -0.04 4.45 1.94  0.08
H40 -0.17 -6.80 1.35  0.41
H41 2.06 -0.85 2.03  0.15
O5 -1.90 2.28 -1.08  -0.73
C40 1.93 1.66 2.09  0.94
H42 1.58 -5.03 0.70  0.01